No. 1
Formula: C5H4O2
Source: OMol25
Level of theory: ωB97M-V/def2-TZVPD

Output
LUMO in eV: 1.1
HOMO energy in eV: -8.96
Strongest force on any atom in eV Å⁻¹: 1.520
Frontier orbital gap in eV: 10.1
ΔE to the lowest compared entry with this formula, charge and spin in kJ/mol: 73.65

Structure (XYZ):
```
11
Properties=species:S:1:pos:R:3:forces:R:3
O -2.060 0.523 -1.885 0.30 -1.16 -0.14
C -1.772 -0.571 -1.987 -0.69 1.33 -0.26
O -0.792 -0.647 0.566 0.24 -0.13 0.07
C -0.398 0.477 1.221 0.14 0.10 0.09
C 0.846 0.846 0.831 -0.03 0.00 0.10
C 1.258 -0.123 -0.139 0.06 -0.13 0.04
C 0.236 -0.999 -0.257 0.29 -0.07 0.11
H -1.076 0.874 1.964 0.02 -0.09 -0.23
H 1.420 1.679 1.207 -0.13 -0.05 -0.05
H 2.206 -0.191 -0.650 -0.10 0.09 0.00
H 0.116 -1.876 -0.875 -0.10 0.12 0.29
```
Forces are in eV/Å.

Löwdin population analysis, charges in e, atoms 1 to 2: 0.06, 0.03



No. 2
Formula: C5H32ClN4O10
Source: OMol25
Level of theory: ωB97M-V/def2-TZVPD

Output
Net charge: +1
LUMO in eV: -2.8
HOMO energy in eV: -12.69
Strongest force on any atom in eV Å⁻¹: 1.719
Frontier orbital gap in eV: 9.8

Structure (XYZ):
```
52
Properties=species:S:1:pos:R:3:forces:R:3
N 3.502 -1.050 0.141 -0.26 -0.18 0.63
C 2.241 -1.673 -0.189 -0.01 -0.03 -0.15
N 1.140 -0.688 -0.249 0.11 0.20 -0.39
C -0.144 -0.935 -0.086 -0.93 -0.09 -0.15
N -0.644 -2.156 0.176 0.81 -0.21 0.43
C -1.516 -2.183 1.378 -0.31 0.29 -0.05
C -2.659 -1.229 1.079 -0.36 -0.24 -0.30
C -2.115 0.159 0.802 -0.12 -0.24 -0.08
Cl -3.385 1.237 0.179 -0.11 0.07 -0.06
N -1.040 0.098 -0.197 1.45 0.19 0.91
H 3.733 -1.202 1.122 -0.03 0.16 -0.07
H 3.503 -0.047 0.000 0.19 -0.09 -0.30
H 1.976 -2.401 0.582 0.14 -0.02 -0.13
H 2.309 -2.182 -1.157 -0.07 0.08 0.07
H 1.388 0.280 -0.459 -0.09 -0.08 0.00
H 0.022 -2.911 0.090 -0.05 -0.04 0.16
H -0.955 -1.851 2.258 -0.02 -0.15 -0.05
H -1.868 -3.195 1.569 0.01 0.06 -0.20
H -3.380 -1.201 1.895 0.16 0.05 -0.01
H -3.170 -1.592 0.180 0.01 0.11 0.09
H -1.758 0.644 1.715 0.03 -0.04 -0.09
H -0.476 0.950 -0.215 -0.61 0.29 -0.12
O 0.751 2.390 -0.835 -0.02 -0.27 -0.09
H 0.123 2.532 -1.559 0.12 0.08 0.03
H 1.508 2.926 -1.121 0.01 0.12 0.03
O 5.359 -1.609 2.417 -0.07 0.02 -0.21
H 5.958 -1.800 3.145 -0.03 0.03 0.04
H 5.891 -1.707 1.616 0.13 -0.09 0.07
O -2.526 -1.409 4.151 -0.12 0.27 0.10
H -2.561 -0.446 4.109 0.05 0.00 0.05
H -3.009 -1.603 4.962 0.06 -0.18 -0.01
O 1.345 0.497 -3.483 0.02 0.15 -0.04
H 1.298 0.096 -2.612 -0.04 -0.08 -0.02
H 1.853 1.306 -3.348 0.03 -0.04 0.04
O 5.728 -3.215 -0.249 0.10 0.08 0.12
H 4.957 -2.645 -0.135 -0.05 0.05 -0.12
H 5.679 -3.877 0.447 -0.05 -0.03 -0.04
O 1.436 3.658 -3.361 0.16 -0.44 -0.18
H 2.273 3.949 -3.745 -0.06 0.17 0.10
H 1.033 3.126 -4.061 -0.11 0.22 -0.01
O 3.144 4.130 -0.077 -0.18 -0.21 0.21
H 3.672 4.814 0.348 0.08 0.04 -0.19
H 2.584 3.807 0.638 0.01 0.06 0.02
O -5.316 -1.203 -1.748 0.12 -0.05 -0.07
H -5.802 -1.628 -1.034 -0.06 0.05 -0.02
H -4.834 -0.476 -1.342 -0.08 0.07 0.04
O -2.358 3.370 2.790 0.13 -0.30 0.04
H -1.524 3.820 2.624 -0.06 0.09 -0.01
H -2.698 3.129 1.923 -0.07 0.14 -0.07
O -6.807 0.592 -4.025 0.09 0.02 0.04
H -6.282 -0.094 -3.596 -0.05 -0.05 0.07
H -7.575 0.701 -3.457 -0.01 -0.02 -0.03
```
Forces are in eV/Å.

Löwdin population analysis, charges in e, atoms 1 to 2: 0.04, -0.21



No. 3
Formula: C24H66CrF6O27S2
Source: OMol25
Level of theory: ωB97M-V/def2-TZVPD

Output
LUMO (spin up / spin down) in eV: -0.7 / -0.7
2S+1: 5
HOMO energy (spin up / spin down) in eV: -8.80 / -8.89
Strongest force on any atom in eV Å⁻¹: 4.769
Frontier orbital gap (spin up / spin down) in eV: 8.1 / 8.1
⟨S²⟩: 6.0037

Structure (XYZ):
```
126
Properties=species:S:1:pos:R:3:forces:R:3
Cr 18.439 15.107 3.507 0.18 -0.35 -0.69
C 21.539 18.189 2.066 0.45 -2.24 2.24
F 20.578 19.017 2.494 0.39 0.34 -0.53
F 21.292 17.772 0.844 -0.10 0.35 -0.48
F 22.758 18.746 2.136 -1.14 -0.02 -0.16
S 21.477 16.633 3.299 4.23 1.21 1.83
O 20.215 15.979 3.006 -0.85 -0.21 -0.64
O 22.672 15.809 2.944 -2.37 1.43 0.15
O 21.591 17.238 4.655 -0.78 -0.96 -2.52
C 18.770 11.075 1.587 2.86 1.42 0.96
F 17.484 11.210 1.604 -1.57 0.34 -0.20
F 19.084 9.813 1.441 0.03 -1.03 0.09
F 19.323 11.731 0.529 -0.75 -0.13 0.68
S 19.504 11.763 3.265 -0.67 -0.43 1.53
O 20.902 11.328 3.319 -1.62 0.49 -0.64
O 19.306 13.228 3.200 0.72 -1.45 -0.68
O 18.619 11.179 4.303 1.13 0.55 -1.93
C 22.628 13.745 5.594 2.21 -0.71 -0.55
C 23.569 12.505 5.627 -0.51 0.59 -1.57
O 22.831 11.315 5.401 0.26 -0.12 1.00
O 21.623 13.593 6.533 -1.94 0.48 0.48
H 22.209 13.865 4.595 -0.55 -0.55 0.00
H 23.172 14.688 5.659 0.31 0.09 0.61
H 24.175 12.428 6.530 -0.33 -0.10 0.20
H 24.247 12.585 4.777 0.46 0.49 0.07
H 22.311 11.453 4.606 -0.36 -0.12 -0.19
H 21.928 13.528 7.441 0.39 0.03 -0.13
C 15.817 12.270 -0.869 -0.75 1.31 -1.08
C 15.507 12.239 -2.458 1.99 -2.67 2.78
O 14.486 13.054 -2.835 -1.20 1.47 0.03
O 16.246 13.584 -0.489 0.52 0.42 0.20
H 16.563 11.598 -0.445 0.27 -0.07 -1.08
H 14.955 12.063 -0.234 -0.65 -0.20 -0.55
H 15.234 11.193 -2.599 0.00 -0.36 -0.31
H 16.430 12.411 -3.012 0.22 0.21 0.15
H 14.423 13.003 -3.791 -0.16 0.18 -0.04
H 15.681 14.253 -0.885 -0.30 -0.15 -0.25
C 19.894 14.123 -1.857 -1.52 -1.26 0.23
C 20.354 13.424 -3.116 0.25 0.20 -1.44
O 19.611 12.241 -3.460 -0.67 0.21 1.23
O 20.689 15.226 -1.522 -0.49 -0.35 -0.15
H 19.942 13.341 -1.099 0.04 0.06 0.45
H 18.841 14.404 -1.866 -0.17 0.16 -0.44
H 21.409 13.221 -2.930 0.14 -0.21 -0.30
H 20.245 14.112 -3.954 0.35 0.24 -0.10
H 19.973 11.704 -4.168 0.51 0.49 0.05
H 21.316 14.745 -0.977 1.26 0.83 0.15
C 23.510 12.511 1.606 -1.01 3.41 -1.18
C 22.438 13.251 0.725 -1.18 -1.93 0.05
O 22.720 13.841 -0.538 2.08 0.24 0.00
O 24.319 13.599 2.114 1.36 -1.92 -0.04
H 24.053 11.807 0.975 0.64 0.27 0.13
H 22.988 11.928 2.364 -0.04 0.22 0.14
H 21.966 14.070 1.268 -0.25 -0.52 0.48
H 21.766 12.482 0.344 -0.87 -0.29 1.23
H 23.556 13.470 -0.827 0.18 0.24 -0.45
H 23.812 14.359 2.411 -0.70 -0.02 -0.04
C 18.805 15.585 6.517 1.63 -1.13 0.92
C 17.321 15.594 6.446 -0.32 -0.18 0.27
O 17.049 16.259 5.230 -0.34 0.52 -0.62
O 19.456 14.934 5.414 -1.75 0.74 0.29
H 19.133 15.003 7.379 -0.26 0.16 0.45
H 19.216 16.587 6.639 -0.21 0.21 -0.20
H 16.938 16.081 7.343 0.04 0.65 -0.10
H 16.806 14.634 6.474 0.48 -0.49 -0.33
H 16.182 16.667 5.189 -0.11 -0.14 0.15
H 20.274 14.566 5.756 0.72 -0.60 0.15
C 15.349 14.262 3.109 -0.90 1.00 -0.28
C 14.269 13.742 4.040 -0.14 -0.68 0.90
O 14.357 12.276 4.040 0.21 1.46 -0.52
O 16.611 13.797 3.561 -0.77 0.38 -0.54
H 15.426 15.346 3.025 -0.33 0.18 0.63
H 15.057 14.004 2.091 0.64 -0.77 -0.27
H 13.251 14.064 3.823 0.06 0.04 -0.64
H 14.444 14.100 5.054 0.31 0.00 0.19
H 13.858 11.947 4.791 0.07 -0.07 0.13
H 16.357 12.885 3.720 1.20 -1.04 0.55
C 19.878 10.624 8.192 -1.44 0.83 -0.15
C 19.026 11.913 7.809 1.21 -1.48 0.38
O 17.803 11.828 8.500 -0.50 0.39 0.10
O 19.144 9.434 7.835 0.80 0.68 0.04
H 19.953 10.592 9.279 0.12 0.29 0.15
H 20.880 10.726 7.774 -0.03 -0.32 -0.35
H 18.914 12.010 6.730 -0.22 -0.32 -0.15
H 19.541 12.820 8.127 0.51 -0.02 0.18
H 17.610 12.717 8.805 -0.25 -0.12 0.12
H 19.716 8.820 7.368 0.11 0.15 -0.09
C 16.044 9.183 5.549 0.85 -1.19 -0.01
C 15.620 7.969 6.434 -1.35 1.08 -1.47
O 14.939 8.513 7.539 0.06 -0.25 1.29
O 16.978 9.975 6.220 -0.39 0.04 0.02
H 15.195 9.789 5.232 -0.77 -0.10 0.41
H 16.459 8.871 4.590 0.21 -0.55 -0.20
H 16.339 7.202 6.722 0.64 0.84 0.31
H 14.895 7.372 5.880 -0.15 -0.07 -0.55
H 14.034 8.717 7.294 0.11 -0.06 -0.12
H 17.535 10.351 5.534 0.40 0.22 0.12
C 17.261 17.196 1.345 1.71 -0.88 -0.03
C 18.120 16.185 0.571 -1.11 0.20 -0.70
O 18.001 14.907 1.127 0.44 -0.09 1.43
O 17.770 17.143 2.693 -0.64 0.33 -0.21
H 16.216 16.886 1.375 -0.13 0.29 -0.38
H 17.474 18.179 0.924 -0.53 0.11 0.00
H 19.177 16.447 0.521 -0.19 0.28 -0.10
H 17.661 16.062 -0.410 0.47 0.75 -0.53
H 17.453 14.396 0.526 -0.37 -0.86 -0.05
H 17.578 17.997 3.087 0.22 -0.11 0.51
C 22.263 8.904 0.940 0.31 -0.90 0.16
C 21.367 7.700 1.301 1.38 1.82 0.33
O 22.275 6.662 1.635 -0.71 -1.17 -0.72
O 23.076 8.631 -0.202 -0.64 0.74 -0.68
H 22.947 9.057 1.775 -0.17 0.44 0.39
H 21.661 9.796 0.767 0.26 0.07 -0.23
H 20.721 7.556 0.435 0.26 -1.08 0.04
H 20.744 7.964 2.156 -0.14 0.00 0.09
H 22.882 6.956 2.318 -0.20 0.27 0.13
H 23.783 8.000 -0.049 -0.32 -0.14 0.54
C 17.387 4.993 1.839 -0.70 -0.43 0.48
C 17.273 6.342 1.098 0.15 -1.23 1.42
O 17.729 6.108 -0.188 0.51 -0.16 -1.39
H 18.292 4.407 1.678 0.24 0.52 -0.40
H 16.565 4.321 1.594 -0.09 0.05 -0.49
H 17.289 5.046 2.924 0.10 0.63 0.12
H 17.887 7.072 1.625 -0.03 0.32 -0.01
H 16.226 6.647 1.079 -0.11 0.24 0.23
H 17.668 6.899 -0.729 -0.03 0.09 0.06
```
Forces are in eV/Å.

Löwdin population analysis, charges in e, atoms 1 to 2: 0.87, -0.62



No. 4
Formula: C3H8N2O
Source: OMol25
Level of theory: ωB97M-V/def2-TZVPD

Output
SMILES string: CNC(=O)CN
LUMO in eV: 0.9
HOMO energy in eV: -9.47
Strongest force on any atom in eV Å⁻¹: 2.067
Frontier orbital gap in eV: 10.3
ΔE to the lowest compared entry with this formula, charge and spin in kJ/mol: 81.10

Structure (XYZ):
```
14
Properties=species:S:1:pos:R:3:forces:R:3
C -1.021 -1.837 -0.945 -0.30 0.29 0.34
N -0.689 -0.623 -0.207 0.28 0.09 0.30
C 0.500 0.014 -0.442 0.26 -1.55 -0.04
O 1.176 -0.228 -1.425 -0.10 0.39 -0.14
C 1.003 0.911 0.655 -0.88 1.87 0.12
N -0.036 1.937 1.012 0.66 -0.30 -0.09
H -2.022 -2.138 -0.640 0.01 -0.08 0.08
H -1.079 -1.636 -2.011 0.38 -0.07 0.01
H -0.315 -2.632 -0.690 -0.02 -0.05 -0.43
H -0.900 -0.661 0.779 -0.41 0.25 -0.04
H 1.897 1.396 0.267 0.28 -0.25 0.07
H 1.209 0.428 1.605 0.22 -0.62 -0.22
H 0.355 2.460 1.788 -0.20 0.07 0.11
H -0.078 2.609 0.253 -0.20 -0.03 -0.07
```
Forces are in eV/Å.

Löwdin population analysis, charges in e, atoms 1 to 2: -0.08, 0.00



No. 5
Formula: C3H10N4S
Source: OMol25
Level of theory: ωB97M-V/def2-TZVPD

Output
SMILES string: CNC/C(=N\S)NN
LUMO in eV: 0.7
HOMO energy in eV: -7.81
Strongest force on any atom in eV Å⁻¹: 5.586
Frontier orbital gap in eV: 8.5
ΔE to the lowest compared entry with this formula, charge and spin in kJ/mol: 313.93

Structure (XYZ):
```
18
Properties=species:S:1:pos:R:3:forces:R:3
C 1.173 2.097 -0.890 4.98 -2.30 -1.06
N 1.551 1.010 0.145 1.14 2.14 1.53
C 0.510 0.810 1.234 1.16 -4.12 -2.31
C -0.660 -0.004 0.476 1.95 1.38 0.50
N -0.431 -1.135 0.001 0.68 -2.11 -1.51
S 1.148 -1.848 -0.220 -1.23 -0.84 0.62
N -1.845 0.622 0.148 0.85 -1.18 -0.03
N -2.960 -0.012 -0.433 1.74 -2.09 -2.25
H 0.627 1.648 -1.705 0.06 -0.76 -0.32
H 0.524 2.840 -0.611 -1.04 2.13 1.63
H 2.197 2.511 -1.385 -2.57 -0.72 1.33
H 2.629 0.910 0.588 -3.94 1.31 -1.73
H 1.071 -0.078 1.786 -1.63 2.00 -0.18
H 0.105 1.607 1.832 0.43 0.68 0.28
H 1.897 -0.773 -0.446 -0.04 0.33 -0.01
H -2.071 1.282 0.793 -1.22 2.44 1.96
H -2.453 -0.303 -1.415 -2.31 0.09 3.02
H -3.233 -0.902 0.129 1.01 1.62 -1.48
```
Forces are in eV/Å.

Löwdin population analysis, charges in e, atoms 1 to 2: -0.10, -0.23



No. 6
Formula: C4H8O2
Source: OMol25
Level of theory: ωB97M-V/def2-TZVPD

Output
SMILES string: CC1OCCO1
LUMO in eV: 1.0
HOMO energy in eV: -9.85
Strongest force on any atom in eV Å⁻¹: 0.424
Frontier orbital gap in eV: 10.9
ΔE to the lowest compared entry with this formula, charge and spin in kJ/mol: 123.59

Structure (XYZ):
```
14
Properties=species:S:1:pos:R:3:forces:R:3
C -1.670 -0.164 0.463 -0.21 0.13 -0.01
C -0.580 -0.747 -0.411 -0.22 -0.19 0.23
O -0.047 0.137 -1.361 -0.01 -0.06 0.01
C 0.920 0.893 -0.660 0.16 0.25 0.10
C 1.479 -0.101 0.369 0.24 0.20 -0.06
O 0.490 -1.111 0.458 0.02 -0.28 -0.32
H -2.020 -0.959 1.126 -0.03 0.15 -0.04
H -2.507 0.212 -0.127 0.00 -0.05 -0.02
H -1.278 0.648 1.084 -0.05 -0.10 -0.10
H -0.947 -1.620 -0.966 0.23 0.07 0.21
H 1.668 1.259 -1.365 -0.09 -0.08 0.04
H 0.441 1.751 -0.177 0.10 0.00 0.04
H 1.640 0.374 1.343 -0.05 -0.09 -0.07
H 2.421 -0.552 0.040 -0.09 0.05 0.00
```
Forces are in eV/Å.

Löwdin population analysis, charges in e, atoms 1 to 2: -0.01, -0.42